[1]
Formula: C6H10N2
Source: OMol25
Level of theory: wB97M-V/def2-TZVPD

## Properties
Structure (SMILES): C1NC12C[C@H]1N[C@@H]1C2
E (eV): -9356.3232
HOMO-LUMO gap (eV): 9.224
Relative energy (zero: lowest compared OMol25 entry of this formula, charge and spin) (kcal/mol): 187.11
Max |F| (eV/A): 6.41

```
! RIJCOSX wB97M-V def2-TZVPD def2/J DEFGRID3
* xyz 0 1
C 1.06322 1.08099 1.43127
C 0.67196 0.21985 0.26109
C 0.09865 -1.36695 0.37587
C -0.69382 -1.13189 -0.70969
C -1.53891 0.15103 -0.44048
C -0.25078 0.90632 -0.84898
H 0.95623 2.14218 1.57760
H 1.25903 0.76770 2.41828
H 2.44506 1.11690 -0.27690
H -0.17908 -1.67360 1.44908
H 0.87013 -2.02749 0.17169
H 0.13114 -0.78461 -1.51160
H -2.72263 -1.70863 -0.89307
H -1.93387 0.15917 0.67444
H 0.11665 0.56771 -1.95663
H -0.38102 2.04847 -0.75246
N 2.07644 0.50241 0.37744
N -1.98845 -0.96957 -1.34695
*
```

natural (NBO) population analysis, charges in e, atoms 1 to 4: -0.2793, 0.1145, -0.4115, -0.0655

=====

[2]
Formula: C40H45AsGeN4NiS
Source: OMol25
Level of theory: wB97M-V/def2-TZVPD

## Properties
E (eV): -217397.8123
HOMO-LUMO gap (alpha / beta) (eV): 7.174 / 7.545
Relative energy (zero: lowest compared OMol25 entry of this formula, charge and spin) (kcal/mol): 6.88
Max |F| (eV/A): 0.52

```
! RIJCOSX wB97M-V def2-TZVPD def2/J DEFGRID3
* xyz 1 2
Ni -0.22529 -0.18372 -0.28297
S -0.10329 -0.16326 2.02564
C 1.60694 -0.11180 1.71154
C 2.59410 0.03324 2.68919
C 3.91505 0.05100 2.29239
C 4.23309 -0.06883 0.94138
C 3.20040 -0.21184 0.03891
N 1.91608 -0.24241 0.41107
H 2.31154 0.12318 3.72827
H 4.70018 0.15946 3.02935
H 5.25719 -0.05194 0.59904
H 3.39467 -0.30506 -1.02211
C -2.96666 -0.97888 -4.09841
N -3.00955 0.08327 -3.05831
C -4.26125 0.87663 -3.15437
C -1.81445 1.01785 -3.09932
C -0.52741 0.28877 -3.29061
C 0.01911 0.35384 -4.57921
C 1.22172 -0.25607 -4.87211
C 1.87686 -0.93427 -3.85271
C 1.31966 -0.99306 -2.58547
C 0.09781 -0.39750 -2.23934
H -3.83878 -1.61596 -3.97294
H -2.04859 -1.54979 -3.98295
H -2.98547 -0.50379 -5.07695
H -2.95700 -0.37406 -2.13850
H -4.25082 1.39925 -4.10804
H -4.29281 1.59751 -2.34075
H -5.12188 0.21472 -3.11078
H -1.86112 1.56680 -2.15623
H -2.00621 1.70071 -3.92715
H -0.49858 0.91361 -5.35175
H 1.64548 -0.19404 -5.86484
H 2.82602 -1.42053 -4.04179
H 1.87222 -1.52918 -1.83143
C -4.87868 -0.28940 -0.07970
As -3.08706 0.36577 0.42659
C -3.25396 -0.13422 2.30562
C -3.55826 2.27535 0.56607
H -5.60352 0.10947 0.62911
H -4.90576 -1.37636 -0.03785
H -5.17824 0.02937 -1.07492
H -4.28992 -0.01301 2.61819
H -2.61024 0.50318 2.90802
H -2.93934 -1.16715 2.44933
H -4.62523 2.41719 0.39721
H -2.99740 2.87227 -0.15305
H -3.32232 2.63699 1.56620
N 3.22082 4.38293 -3.18384
C 2.49452 4.07818 -2.34965
C 1.57212 3.69590 -1.31537
C 1.16986 4.59162 -0.32996
C 0.28772 4.14324 0.63435
C -0.15892 2.83315 0.57833
N 0.20979 1.97460 -0.37698
C 1.07093 2.40064 -1.30098
H 1.54923 5.60417 -0.32343
H -0.04750 4.79121 1.43090
H -0.81428 2.43493 1.34197
H 1.38002 1.68656 -2.05276
C -2.52697 -2.84096 -0.40220
Ge -0.59117 -2.61651 -0.09320
C -0.26620 -3.51192 1.62721
C 0.88001 -3.39156 2.41290
C 1.01802 -4.09634 3.59630
C 0.00454 -4.94166 4.02996
C -1.14116 -5.07648 3.26581
C -1.27142 -4.36854 2.07568
C 0.21424 -3.64161 -1.57200
C -0.62309 -4.00665 -2.59565
C -0.18223 -4.79341 -3.68098
C 1.11148 -5.21928 -3.73153
C 2.02461 -4.85699 -2.71170
C 3.38456 -5.25295 -2.77067
C 4.27510 -4.84627 -1.82120
C 3.84548 -4.01337 -0.76551
C 2.53680 -3.63665 -0.67516
C 1.57802 -4.05765 -1.62986
H -2.72853 -3.88757 -0.63436
H -2.86780 -2.23891 -1.24567
H -3.10313 -2.57062 0.48094
H 1.68352 -2.72939 2.11870
H 1.91904 -3.98400 4.18528
H 0.11244 -5.49129 4.95536
H -1.93698 -5.73567 3.58694
H -2.17641 -4.50854 1.49872
H -1.66097 -3.69491 -2.58814
H -0.87816 -5.06693 -4.46366
H 1.46095 -5.83340 -4.55224
H 3.70557 -5.87838 -3.59437
H 5.31109 -5.15189 -1.87758
H 4.55750 -3.67457 -0.02413
H 2.22160 -2.98731 0.13011
*
```

Mulliken population analysis, charges in e, atoms 1 to 4: -0.6347, -0.5567, 0.4486, -0.8329